1.
The following is a quantum chemistry calculation of a cluster of 2 separate species, C4H11S2 in total in a non-equilibrium geometry, from OMol25.

```
17
Properties=species:S:1:pos:R:3:forces:R:3:nbo_charge:R:1
C -0.68921 -1.54645 1.39848 0.8766 -0.1449 -0.4813 -0.79
S -1.99947 -0.38429 1.80174 -0.3055 -0.6415 -0.0079 0.14
C -0.95530 0.95640 2.39151 -0.9286 -0.5165 0.4048 -0.75
H -1.07213 -2.36596 0.78408 -0.1862 -0.0883 0.5051 0.22
H -0.08240 -1.87489 2.25117 -0.6648 -0.2991 0.1641 0.20
H 0.09547 -1.09901 0.77651 -0.2320 0.4542 -0.0538 0.27
H -0.73143 0.80920 3.45458 0.5735 -0.1409 -0.3567 0.20
H -0.13170 0.89781 1.68252 0.4521 0.9133 0.3902 0.27
H -1.61372 1.82328 2.37956 0.4445 0.3787 -0.4885 0.21
C 1.00485 0.42351 -2.88021 -0.1825 -0.6638 -2.1943 -0.61
C 0.68719 0.27392 -1.43336 -0.5631 0.0794 0.8570 -0.55
S 2.04562 0.14874 -0.27239 1.1020 0.1381 0.3400 -0.71
H 1.38584 -0.48404 -3.40148 0.4492 0.3765 0.7982 0.19
H 1.68344 1.25806 -3.04193 0.3239 -0.0738 0.0300 0.20
H 0.14232 0.62266 -3.55780 -0.1489 0.2374 0.7484 0.17
H 0.11758 -0.61829 -1.18000 -0.6510 0.0563 -0.7087 0.18
H 0.11305 1.15934 -1.15297 -0.3594 -0.0652 0.0534 0.17
```
Forces are in eV/Å.

Computed properties:
- HOMO: -2.441 eV
- 2S+1: 1
- E: -955.3795 Ha
- Charge: -1
- Orbital gap: 5.7 eV

---

2.
The following is a quantum chemistry calculation of a structure of composition C46H56ClN8O4STi in a non-equilibrium geometry, from OMol25.

```
117
Properties=species:S:1:pos:R:3:forces:R:3:lowdin_charge:R:1
Ti 0.23453 0.86850 -0.19250 -1.2185 -1.0940 -1.6929 0.92
C -1.50713 0.06495 5.03359 0.0086 -0.0082 -0.0487 -0.04
N -0.66737 -0.17753 3.86882 0.0834 -0.0428 0.1268 -0.13
C 0.64690 -0.72030 4.16629 -0.0802 0.0576 0.0266 -0.03
C -0.93777 0.40893 2.66847 0.1372 0.0861 -0.0029 -0.39
N -0.00594 0.89769 1.86754 0.4999 -0.0210 0.9032 0.03
C 1.07657 1.59278 2.48280 0.1329 -0.2875 -0.0337 -0.21
C 0.75879 2.47511 3.48330 0.0128 0.2441 0.1269 -0.02
C 1.73755 3.21821 4.16651 -0.1543 -0.0297 0.0417 -0.06
C 3.04201 3.08780 3.81034 0.1197 0.0012 -0.0426 -0.04
C 3.42130 2.21757 2.75689 -0.0157 -0.0157 0.0018 -0.15
C 4.79511 2.14989 2.40672 -0.0991 0.0873 0.1470 -0.04
C 5.20012 1.33886 1.39992 0.0119 -0.1683 -0.1509 -0.06
C 4.25141 0.57003 0.69808 0.2276 0.0409 -0.0335 -0.03
C 2.90956 0.57874 0.99819 -0.2784 -0.0045 0.2815 -0.21
N 2.01311 -0.14542 0.15940 1.1102 0.3130 0.1694 0.01
C 2.61138 -1.12392 -0.53026 -0.4292 -0.0925 0.5186 -0.43
N 2.60766 -1.14642 -1.85979 0.2014 -0.0603 -0.6828 -0.12
C 2.77071 0.08445 -2.62653 -0.1771 -0.0810 -0.0781 -0.01
C 2.64263 -2.36836 -2.64423 -0.0447 0.0123 -0.0030 -0.05
N 3.17722 -2.17160 0.11364 0.3108 -0.2934 0.3676 -0.13
C 2.92212 -2.36153 1.53539 0.0080 -0.0895 -0.0974 -0.03
C 4.45943 -2.72009 -0.32211 -0.0653 -0.0684 0.0648 -0.03
C 2.44700 1.43428 2.06794 -0.0579 -0.0422 0.0267 -0.03
N -2.22628 0.48560 2.30361 -0.3021 -0.0103 -0.3132 -0.11
C -2.60849 1.40623 1.23732 -0.0992 -0.0917 0.2356 -0.02
C -3.17368 -0.58857 2.56037 -0.0670 0.1393 0.0660 -0.02
H -0.91905 0.57350 5.80281 0.0113 0.0025 -0.0094 0.10
H -1.89028 -0.86713 5.45416 0.0083 -0.0208 0.0043 0.09
H -2.34818 0.69956 4.76515 0.0217 -0.0214 -0.0029 0.09
H 1.25147 -0.02796 4.76041 -0.0256 0.0076 -0.0088 0.10
H 1.17785 -0.92948 3.24329 -0.0169 0.0237 -0.0205 0.06
H 0.52646 -1.65097 4.72535 -0.0125 0.0064 0.0019 0.10
H -0.28849 2.61228 3.73223 0.0485 0.0095 0.0221 0.12
H 1.44519 3.89020 4.96479 -0.0007 -0.0129 -0.0680 0.11
H 3.81583 3.66078 4.31019 -0.0539 -0.0609 -0.0370 0.12
H 5.50214 2.76815 2.94829 -0.0559 -0.0440 -0.0162 0.12
H 6.24397 1.29272 1.11326 -0.0474 -0.0118 -0.0101 0.11
H 4.59717 -0.01429 -0.14817 0.0269 0.0947 0.0102 0.11
H 2.56733 0.94945 -2.01023 -0.0107 0.0789 0.0968 0.07
H 3.79297 0.13502 -3.00812 0.0326 -0.0279 -0.0589 0.10
H 2.07878 0.08691 -3.46805 -0.0375 0.0242 0.0172 0.08
H 2.49105 -3.23987 -2.01049 -0.0097 0.0601 -0.0049 0.08
H 3.58699 -2.48335 -3.17964 0.0308 0.0085 -0.0088 0.10
H 1.83892 -2.32416 -3.38229 -0.0120 0.0022 -0.0116 0.09
H 1.89190 -2.10138 1.75859 -0.0431 -0.0080 -0.0381 0.06
H 3.58371 -1.74351 2.14854 0.0154 0.0088 0.0053 0.10
H 3.09021 -3.41115 1.77903 -0.0049 -0.0027 -0.0073 0.10
H 4.74805 -2.31571 -1.28609 0.0033 0.0230 -0.0169 0.08
H 4.42062 -3.80823 -0.38848 -0.0108 -0.0051 -0.0106 0.10
H 5.22485 -2.44321 0.40768 0.0092 0.0039 0.0009 0.10
H -2.04899 2.32976 1.31764 0.0311 0.0414 0.0092 0.08
H -3.67180 1.62013 1.33672 -0.0354 -0.0247 0.0145 0.10
H -2.45133 0.97767 0.24577 -0.0112 -0.1059 -0.1382 0.07
H -2.75628 -1.30740 3.25277 0.0486 -0.0792 0.0578 0.07
H -3.39577 -1.09775 1.62686 -0.0766 -0.1218 -0.1997 0.08
H -4.10110 -0.18758 2.97420 0.0191 -0.0032 0.0041 0.10
O -0.78848 -1.13682 0.04577 0.0536 -0.2976 -0.2483 -0.56
S -0.53081 -2.11561 -1.10218 -0.5149 0.1099 0.5180 1.00
C -0.04132 -3.68234 -0.32640 0.0404 0.0452 0.1692 -0.28
C -0.88974 -4.23126 0.78612 0.0008 -0.0052 -0.0455 -0.26
C -1.50368 -5.47102 0.62861 -0.0592 -0.0227 -0.0431 -0.06
C -2.25277 -6.02973 1.65686 0.0125 0.0175 -0.0352 -0.07
C -2.39176 -5.35077 2.85806 0.0202 0.0086 0.0083 -0.07
C -1.77475 -4.11663 3.02550 0.0093 0.0345 -0.0466 -0.07
C -1.02715 -3.55604 1.99907 -0.0121 -0.0260 -0.0349 -0.04
C -2.15201 -2.68758 -1.78789 -0.0712 0.1370 -0.0481 -0.23
C -3.43269 -2.22719 -1.14173 0.1579 -0.0592 0.1189 -0.26
C -4.15309 -3.08361 -0.31080 0.0115 0.0242 -0.0262 -0.04
C -5.39225 -2.70546 0.18904 0.0613 -0.0010 0.0516 -0.07
C -5.91724 -1.45937 -0.12334 0.0118 0.0534 -0.0079 -0.08
C -5.19671 -0.59410 -0.93721 0.0509 0.0219 0.0176 -0.07
C -3.96209 -0.97776 -1.44511 0.0251 0.1345 -0.0551 -0.04
H 0.98379 -3.50177 0.00401 0.0095 -0.0034 -0.0090 0.07
H -0.00606 -4.37154 -1.17577 0.1034 -0.0157 0.0765 0.10
H -1.38776 -6.01264 -0.30649 -0.0050 0.0287 0.0719 0.12
H -2.71797 -6.99815 1.52159 0.0129 0.0301 -0.0044 0.11
H -2.96448 -5.78845 3.66725 0.0255 0.0365 -0.0504 0.11
H -1.87058 -3.59378 3.96979 0.0050 0.0130 -0.0165 0.10
H -0.55368 -2.58998 2.13019 -0.0160 -0.0145 0.0083 0.09
H -2.09787 -3.77673 -1.78153 0.0054 0.0465 -0.0734 0.09
H -2.10312 -2.33615 -2.81987 -0.0757 -0.0206 0.0002 0.09
H -3.75608 -4.06180 -0.07159 0.0300 -0.0260 0.0208 0.10
H -5.94934 -3.38913 0.81902 0.0320 0.0272 -0.0386 0.11
H -6.88922 -1.16652 0.25632 0.0562 -0.0133 -0.0165 0.11
H -5.60223 0.37868 -1.18976 0.0178 -0.0416 0.0047 0.11
H -3.41005 -0.30780 -2.10008 -0.0405 -0.0231 0.0737 0.10
N -0.37176 0.59409 -2.01816 -0.1074 0.3540 -0.1282 -0.02
C -1.16072 0.91326 -2.89527 -0.3838 0.0281 0.3366 -0.22
N -1.56405 0.64700 -4.13640 0.4270 -0.2722 0.0172 -0.12
C -2.60435 1.45269 -4.77948 0.1435 -0.0817 0.0663 -0.14
C -1.95363 2.43657 -5.72772 0.1300 0.0254 -0.0979 -0.18
O -1.14650 1.75666 -6.68193 0.0041 -0.0295 0.1003 -0.12
C -0.11182 1.00985 -6.06287 -0.0989 0.1417 -0.0594 -0.19
C -0.68741 -0.02415 -5.11542 -0.1745 0.0492 0.1649 -0.12
H -3.17975 1.96239 -4.00999 0.0057 0.0058 0.0287 0.12
H -3.25770 0.78250 -5.34240 -0.0521 -0.0204 0.0072 0.13
H -1.33941 3.14170 -5.15185 0.0116 0.0185 -0.0185 0.13
H -2.70191 2.99325 -6.28778 0.0062 0.0173 -0.0479 0.13
H 0.55677 1.68110 -5.50864 0.0258 0.0448 0.0106 0.13
H 0.44967 0.53055 -6.86174 0.0421 0.0065 -0.0625 0.13
H 0.10071 -0.54952 -4.57755 0.0041 -0.0275 0.0427 0.10
H -1.28165 -0.74604 -5.68122 -0.0174 -0.0344 0.0059 0.13
Cl 2.21531 8.93928 -1.34589 -0.0004 0.0099 0.0214 0.69
C 1.73921 7.29698 -1.07170 0.0387 0.0185 0.0143 -0.66
C 0.41860 6.93099 -1.27663 -0.1317 -0.0408 0.0048 -0.09
C 0.04737 5.61188 -1.07106 -0.2177 0.1744 -0.0127 0.00
C 0.99221 4.67592 -0.68227 0.0619 -0.2852 -0.0810 -0.13
C 2.30971 5.05583 -0.46973 0.1933 0.1002 0.0078 0.00
C 2.68801 6.37634 -0.65291 0.0728 -0.0822 0.0547 -0.09
C 0.60272 3.25432 -0.53682 0.0604 0.2512 -0.0786 -0.53
O -0.57854 2.90730 -0.31735 -0.1796 0.0724 -0.0144 -0.04
O 1.49071 2.33106 -0.63304 0.5151 1.0554 -0.0398 -0.11
H -0.30441 7.67263 -1.59061 0.0400 -0.0386 0.0005 0.11
H -0.97992 5.29851 -1.21757 0.0692 0.0180 -0.0082 0.12
H 3.03341 4.31480 -0.15192 -0.0119 0.0139 -0.0453 0.12
H 3.70776 6.69441 -0.47744 -0.0521 -0.0169 -0.0308 0.11
```
Forces are in eV/Å.

Computed properties:
- HOMO (alpha / beta): -7.540 / -7.646 eV
- 2S+1: 1
- E: -4233.2108 Ha
- Charge: +1
- Orbital gap (alpha / beta): 5.8 / 5.9 eV